{"formula": "C6H5F3OS", "method": "wB97M-V/def2-TZVPD", "total_energy_ha": -1004.5375, "molar_mass_g_mol": 182.2, "e_lumo_ev": 0.61, "spin_multiplicity": 1, "homo_lumo_gap_ev": 8.912, "fmax_ha_per_bohr": 0.095, "e_homo_ha": -0.3052, "symbols": ["C", "C", "C", "C", "C", "C", "O", "F", "F", "F", "S", "H", "H", "H", "H", "H"], "xyz": [[-2.149042, 0.325136, 0.773976], [-1.770469, 1.507929, 0.298689], [1.148752, -0.347695, 0.057436], [-1.487574, -0.904071, 0.014688], [-0.473911, -0.257098, -0.930567], [2.941540, -0.194000, -0.113222], [0.995304, -0.395931, 1.227444], [3.309552, 0.672529, 0.852357], [3.564080, -1.331572, 0.132379], [3.385737, 0.338819, -1.346954], [-0.721125, 1.492941, -1.121169], [-2.813019, 0.358223, 1.631138], [-2.043185, 2.516424, 0.403469], [-0.304655, -0.694290, -1.828311], [-1.263584, -1.927209, 0.515260], [-2.318408, -1.160134, -0.566615]], "forces_ev_per_angstrom": [[1.4, 0.2, 0.4], [0.5, -1.0, -1.5], [0.5, 0.1, -0.2], [-0.5, 0.9, 1.3], [3.0, 0.5, 3.8], [-1.3, 1.8, -1.6], [-0.7, -0.3, 0.3], [-0.3, -0.5, -0.9], [-0.3, -0.1, -0.4], [-0.7, -1.1, 2.0], [-0.1, -0.5, 0.1], [0.0, -0.8, -0.1], [-1.0, 0.9, 1.2], [0.5, -1.6, -2.6], [0.3, 2.3, -0.3], [-1.3, -0.7, -1.6]], "lowdin_charge": [-0.13, -0.41, -0.11, -0.18, -0.44, -0.47, 0.07, 0.12, 0.15, 0.05, 0.93, 0.10, 0.04, 0.04, 0.16, 0.08]}

***

{"formula": "C6H5F4N4", "method": "wB97M-V/def2-TZVPD", "total_energy_ha": -849.7322, "molar_mass_g_mol": 209.1, "e_lumo_ev": -5.03, "smiles": "C#CCn1nnc(C(F)(F)C(F)F)[nH+]1", "spin_multiplicity": 1, "homo_lumo_gap_ev": 9.953, "charge": 1, "fmax_ha_per_bohr": 0.010, "e_homo_ha": -0.5507, "symbols": ["C", "C", "C", "N", "N", "N", "C", "C", "F", "F", "C", "F", "F", "N", "H", "H", "H", "H", "H"], "xyz": [[2.729919, -2.407674, 0.249505], [2.698178, -1.216515, 0.153116], [2.676289, 0.232169, 0.027366], [1.312097, 0.658111, -0.386030], [0.953364, 1.135345, -1.521432], [-0.356367, 1.326165, -1.502238], [-0.781624, 0.949127, -0.314111], [-2.192967, 0.903326, 0.230653], [-2.925202, 1.880802, -0.281529], [-2.090178, 1.062351, 1.572546], [-2.838946, -0.467399, -0.046031], [-2.746263, -0.707140, -1.361286], [-2.097295, -1.387054, 0.613180], [0.255262, 0.523778, 0.410200], [2.601290, -3.464929, 0.320243], [2.868059, 0.714312, 0.986371], [3.364783, 0.598545, -0.730874], [-3.878574, -0.502670, 0.279590], [0.279072, 0.140002, 1.350918]], "forces_ev_per_angstrom": [[-0.5, 0.0, 0.0], [0.2, 0.0, 0.0], [-0.1, -0.2, 0.0], [0.1, -0.1, 0.4], [-0.1, 0.1, -0.1], [0.1, 0.1, -0.2], [0.1, -0.1, 0.3], [0.0, -0.1, 0.1], [-0.1, 0.1, -0.2], [0.0, 0.0, 0.1], [-0.1, 0.1, 0.0], [0.0, 0.0, -0.1], [0.1, -0.1, 0.1], [-0.2, 0.1, -0.3], [0.3, 0.0, 0.0], [0.1, 0.1, -0.1], [-0.1, 0.1, 0.0], [0.0, 0.0, 0.1], [0.1, 0.0, 0.0]], "lowdin_charge": [0.18, -0.11, -0.07, -0.09, 0.18, 0.19, -0.14, -0.43, 0.19, 0.14, -0.29, 0.13, 0.10, 0.25, 0.06, 0.14, 0.15, 0.19, 0.22]}

***

{"formula": "C6H5FN", "method": "wB97M-V/def2-TZVPD", "total_energy_ha": -385.8913, "molar_mass_g_mol": 110.1, "e_lumo_ev": -6.92, "smiles": "Cc1c#[n+]ccc1F", "spin_multiplicity": 1, "homo_lumo_gap_ev": 8.824, "charge": 1, "fmax_ha_per_bohr": 0.057, "e_homo_ha": -0.5785, "symbols": ["C", "C", "C", "C", "C", "C", "N", "F", "H", "H", "H", "H", "H"], "xyz": [[0.547387, -1.156584, -0.450855], [0.729591, 1.322771, -0.877259], [1.535021, 0.460820, -1.614372], [-0.335257, -0.598625, 0.388620], [-0.152589, 0.812508, 0.070626], [-1.270246, -1.096424, 1.399174], [1.347275, -0.814154, -1.298424], [-0.916846, 1.619246, 0.768619], [0.780384, 2.392163, -1.032723], [2.252344, 0.733310, -2.371815], [-0.768891, -1.173309, 2.367395], [-1.636022, -2.086157, 1.132265], [-2.112150, -0.415565, 1.518749]], "forces_ev_per_angstrom": [[1.7, 1.3, -1.8], [0.2, 0.2, -0.2], [-0.2, 0.9, 0.1], [0.1, 0.9, -0.2], [-0.2, -0.8, 0.2], [-0.4, -0.4, 0.6], [-1.3, -2.2, 1.5], [0.1, 0.1, -0.1], [0.0, 0.0, 0.0], [0.0, 0.0, 0.0], [0.0, 0.0, 0.0], [0.0, 0.0, 0.0], [0.1, -0.1, -0.1]], "lowdin_charge": [0.17, 0.07, 0.00, -0.10, -0.16, 0.01, 0.21, 0.17, 0.15, 0.15, 0.12, 0.11, 0.11]}

***

{"formula": "C6H5FN4O", "method": "wB97M-V/def2-TZVPD", "total_energy_ha": -625.6331, "molar_mass_g_mol": 168.1, "e_lumo_ev": 0.75, "smiles": "Nc1oncc1-n1cc(F)cn1", "spin_multiplicity": 1, "homo_lumo_gap_ev": 8.778, "fmax_ha_per_bohr": 0.082, "e_homo_ha": -0.2950, "symbols": ["F", "N", "N", "O", "C", "C", "C", "C", "C", "C", "N", "N", "H", "H", "H", "H", "H"], "xyz": [[-0.946956, 3.131155, -2.269558], [-0.024143, 1.454351, 0.720346], [-0.180625, -3.135220, -0.382591], [0.064686, -2.902940, 0.944171], [-0.424533, 2.516780, 0.061609], [0.145092, -1.998106, -0.953237], [-0.329403, 2.333659, -1.316026], [0.032633, -1.560672, 1.213151], [0.169064, 1.086552, -1.520445], [0.173227, -0.864905, 0.027468], [0.336831, -1.034806, 2.390370], [0.299226, 0.531629, -0.206911], [-0.749361, 3.481219, 0.315131], [0.165594, -1.946283, -2.028541], [0.091484, 0.638698, -2.482817], [0.779799, -1.696466, 2.964593], [0.397383, -0.034644, 2.523288]], "forces_ev_per_angstrom": [[1.4, -0.8, 1.3], [-0.3, -0.4, 0.5], [2.4, 1.0, -1.2], [-1.9, 1.0, 2.7], [0.3, 0.4, -1.4], [-1.7, 1.7, 0.9], [-0.9, -0.3, -1.0], [2.2, 1.1, -3.4], [-1.0, 0.0, 1.6], [-0.3, -2.8, -1.4], [-0.9, -0.5, 1.5], [-0.1, 0.4, -2.9], [-0.3, 0.8, 1.9], [-0.1, 0.1, -0.1], [0.5, -1.1, -0.1], [0.5, -0.2, 1.5], [0.1, -0.3, -0.2]], "lowdin_charge": [0.03, 0.09, 0.04, -0.01, -0.09, -0.06, -0.25, -0.33, 0.04, -0.10, 0.17, -0.08, 0.11, 0.10, 0.12, 0.10, 0.10]}

***

{"formula": "C6H5FS", "method": "wB97M-V/def2-TZVPD", "total_energy_ha": -729.5729, "molar_mass_g_mol": 128.2, "e_lumo_ev": -0.50, "smiles": "F/C=C1\\C=CCC1=S", "spin_multiplicity": 1, "homo_lumo_gap_ev": 8.077, "fmax_ha_per_bohr": 0.080, "e_homo_ha": -0.3153, "symbols": ["C", "C", "C", "C", "C", "C", "H", "H", "H", "H", "H", "F", "S"], "xyz": [[1.322482, -1.269950, 0.129480], [0.662262, -0.131218, -0.244352], [1.250361, 1.241553, -0.287203], [0.320146, 2.221873, 0.078845], [-1.141530, 1.572196, 0.113065], [-0.917599, 0.027993, -0.031595], [0.910244, -2.242499, 0.369540], [2.408276, 1.635848, -0.249009], [0.471145, 3.296958, 0.428991], [-1.620716, 1.733193, 1.218874], [-1.841399, 1.938115, -0.598700], [2.609027, -1.125852, 0.096770], [-2.049096, -1.137727, -0.036879]], "forces_ev_per_angstrom": [[-2.4, 2.6, -1.5], [-2.2, -0.5, 1.6], [0.8, 3.6, 1.8], [-0.5, -2.3, -0.7], [1.4, -0.6, 3.7], [2.2, 0.9, -0.8], [0.1, 0.1, 0.0], [-3.0, -1.8, -0.4], [0.1, -1.7, -0.9], [1.0, -0.3, -2.6], [-0.5, 0.4, -0.6], [2.4, -0.9, 0.4], [0.6, 0.5, 0.1]], "lowdin_charge": [-0.12, -0.20, -0.08, -0.07, -0.19, -0.72, 0.12, 0.16, 0.11, 0.16, 0.08, 0.06, 0.69]}

***

{"formula": "C6H5FS", "method": "wB97M-V/def2-TZVPD", "total_energy_ha": -729.5780, "molar_mass_g_mol": 128.2, "e_lumo_ev": 0.72, "smiles": "FC1=CC=CC=CS1", "spin_multiplicity": 1, "homo_lumo_gap_ev": 9.566, "fmax_ha_per_bohr": 0.050, "e_homo_ha": -0.3251, "symbols": ["C", "C", "C", "C", "C", "C", "F", "S", "H", "H", "H", "H", "H"], "xyz": [[1.363724, -0.396286, -0.450118], [0.789846, 0.808519, -0.788359], [0.781069, -1.212059, 0.533309], [-0.466233, 1.336808, -0.408397], [-0.578309, -1.344157, 0.744671], [-1.518195, 0.558069, 0.025649], [-2.427159, 0.967123, 0.860406], [-1.672113, -1.055113, -0.644823], [2.432714, -0.383039, -0.806135], [1.496169, 1.555274, -1.353544], [1.543550, -1.584452, 1.121200], [-0.540633, 2.361286, -0.390649], [-1.204436, -1.611972, 1.556786]], "forces_ev_per_angstrom": [[0.5, 1.6, -1.1], [0.8, 1.7, -1.8], [-1.4, 0.2, -0.9], [0.2, -2.2, 0.3], [0.8, 0.4, -1.7], [1.9, -0.9, -1.6], [-1.2, 0.9, 0.5], [0.0, 0.2, 0.5], [-1.1, -0.9, 1.0], [-1.5, -1.4, 1.1], [0.9, -1.2, 1.9], [-0.3, 2.3, 0.4], [0.6, -0.6, 1.2]], "lowdin_charge": [-0.14, -0.13, -0.17, -0.11, -0.35, -0.62, 0.07, 0.96, 0.12, 0.14, 0.08, 0.08, 0.06]}

***

{"formula": "C6H5I2N2O4Ru", "method": "wB97M-V/def2-TZVPD", "total_energy_ha": -1331.0718, "molar_mass_g_mol": 524.0, "e_lumo_ev": [-13.33, -15.30], "spin_multiplicity": 5, "homo_lumo_gap_ev": [8.064, 5.895], "charge": 3, "fmax_ha_per_bohr": 0.036, "e_homo_ha": [-0.7862, -0.7789], "symbols": ["Ru", "O", "C", "O", "C", "C", "N", "N", "C", "C", "O", "O", "H", "H", "H", "I", "C", "I", "H", "H"], "xyz": [[-1.705817, -0.735463, 0.000731], [2.421039, 3.431634, 0.000139], [2.920065, 2.262309, 0.000645], [4.180439, 2.038536, 0.001101], [2.112550, 1.080897, 0.000795], [2.642048, -0.236365, 0.001015], [1.611383, -1.057279, 0.000978], [0.410385, -0.382369, 0.000937], [0.708025, 0.892537, 0.000784], [-0.446452, 1.838319, 0.000466], [-0.311434, 3.014154, 0.000216], [-1.610278, 1.147403, 0.000663], [1.438751, 3.542543, -0.000119], [3.672678, -0.570148, 0.001172], [1.656453, -2.069836, 0.001098], [-4.377434, -0.889560, 0.002157], [-4.146544, -3.023288, -0.002771], [-2.030302, -3.412188, -0.001634], [-4.571850, -3.433721, -0.910993], [-4.573706, -3.438116, 0.902618]], "forces_ev_per_angstrom": [[-0.2, 0.3, 0.0], [1.3, 0.3, 0.0], [-1.8, -0.1, 0.0], [0.9, 0.6, 0.0], [-0.1, -0.7, 0.0], [-0.2, 0.5, 0.0], [-0.4, 0.0, 0.0], [0.9, -0.5, 0.0], [0.2, 0.0, 0.0], [0.3, -0.4, 0.0], [-0.2, 0.4, 0.0], [0.1, 0.0, 0.0], [-0.3, -0.3, 0.0], [0.0, -0.1, 0.0], [-0.1, 0.0, 0.0], [-0.2, -0.1, 0.0], [0.0, 0.1, 0.0], [-0.1, -0.1, 0.0], [0.0, 0.0, -0.1], [0.0, 0.0, 0.1]], "mulliken_spin": [2.84, 0.09, -0.01, 0.74, 0.08, 0.02, -0.01, 0.02, 0.05, -0.02, 0.05, 0.20, 0.00, 0.00, 0.00, -0.08, 0.03, -0.01, 0.00, 0.00]}

***

{"formula": "C6H5N", "method": "wB97M-V/def2-TZVPD", "total_energy_ha": -286.1943, "molar_mass_g_mol": 91.1, "e_lumo_ev": 1.05, "smiles": "C#C[C@@H]1N[C@@H]1C#C", "spin_multiplicity": 1, "homo_lumo_gap_ev": 10.230, "fmax_ha_per_bohr": 0.065, "e_homo_ha": -0.3375, "symbols": ["C", "C", "C", "N", "C", "C", "C", "H", "H", "H", "H", "H"], "xyz": [[1.652737, 1.618269, -0.310015], [1.486694, 0.464498, -0.459522], [0.746637, -0.670628, -0.765090], [0.506469, -1.607686, 0.308117], [-0.644665, -0.943226, -0.301309], [-1.414991, 0.026663, 0.437109], [-2.081058, 0.814986, 1.061315], [1.844828, 2.651456, -0.150837], [1.079285, -1.097034, -1.700291], [0.709086, -1.182810, 1.214233], [-1.224994, -1.594191, -0.951793], [-2.660031, 1.519700, 1.618082]], "forces_ev_per_angstrom": [[1.1, 3.1, 0.6], [-1.1, 0.0, -0.2], [0.5, -1.8, -0.4], [-0.3, -1.1, 0.5], [-0.2, 0.2, -0.1], [-0.3, 0.5, 0.4], [0.4, -0.4, -0.3], [0.1, 0.0, 0.0], [-0.3, -0.5, -0.2], [0.0, 0.0, -0.3], [0.0, 0.1, 0.1], [0.1, -0.2, -0.1]], "lowdin_charge": [0.15, -0.11, -0.32, 0.07, -0.27, -0.09, 0.13, 0.04, 0.14, 0.11, 0.14, 0.03]}